# 1
{
  "formula": "C3H7FeMgO3",
  "method": "the ωB97M-V functional and the def2-TZVPD basis",
  "elements": ["O", "C", "C", "O", "C", "Fe", "H", "H", "H", "H", "H", "H", "Mg", "O", "H"],
  "positions_angstrom": [[-0.81637, 2.18352, 0.24340], [-1.90601, 1.42739, -0.15663], [-1.76204, -0.02510, 0.28028], [-0.42546, -0.43629, -0.06906], [-0.13211, -1.76009, 0.04212], [0.81337, 1.24813, 0.13357], [-2.03630, 1.44332, -1.25915], [-2.85922, 1.79543, 0.27269], [-2.48604, -0.68235, -0.22295], [-1.86572, -0.12868, 1.37122], [5.03298, -1.21810, -0.34329], [-0.95832, -2.46170, -0.08359], [3.49911, 0.88858, -0.10026], [4.98373, -0.24911, -0.25620], [0.91840, -2.02496, 0.14785]],
  "forces_ev_per_angstrom": [[0.5, -0.3, 0.1], [-0.6, -0.2, -0.3], [-0.6, -0.1, 0.3], [0.0, -0.4, -0.1], [-0.1, -0.4, 0.1], [0.3, 0.9, 0.1], [0.1, 0.0, 0.3], [0.3, 0.0, -0.1], [0.2, 0.1, 0.1], [0.0, 0.0, -0.3], [0.0, 1.0, 0.1], [0.4, 0.2, 0.1], [0.5, -0.7, 0.0], [-0.5, -0.3, 0.0], [-0.4, 0.2, -0.1]],
  "de_lowest_kj_mol": 0.0,
  "total_energy_ev": -49195.73700,
  "spin_multiplicity": 6,
  "homo_lumo_gap_ev": [8.06, 7.39],
  "e_homo_ev": [-7.90, -7.54]
}

---

# 2
{
  "formula": "C4H7I",
  "method": "the ωB97M-V functional and the def2-TZVPD basis",
  "elements": ["C", "C", "C", "C", "I", "H", "H", "H", "H", "H", "H", "H"],
  "positions_angstrom": [[-1.29398, 0.06162, 0.17574], [0.00082, -1.05558, 0.97183], [0.00994, 0.46905, 0.65766], [0.95994, 0.98881, -0.46026], [0.25717, 1.72355, 2.34623], [-1.45345, -0.06147, -0.88571], [-2.23367, 0.25432, 0.74674], [-0.40854, -1.53056, 1.88850], [0.65819, -1.76172, 0.47139], [0.37344, 1.72021, -0.85962], [1.05875, 0.13090, -1.12749], [1.94477, 1.35107, -0.05394]],
  "forces_ev_per_angstrom": [[0.1, -2.0, 1.4], [-2.4, 2.2, -0.6], [1.9, -1.2, 0.5], [1.1, -2.6, 2.5], [-0.4, 0.3, 0.4], [0.2, 0.1, -0.1], [1.1, -0.5, -0.2], [0.3, 1.2, -0.5], [-0.3, 0.5, -0.8], [-0.9, 2.4, -1.6], [0.3, 0.3, -0.4], [-1.1, -0.5, -0.6]],
  "de_lowest_kj_mol": 112.0,
  "total_energy_ev": -12359.74708,
  "spin_multiplicity": 1,
  "homo_lumo_gap_ev": 9.59,
  "e_homo_ev": -8.89
}